No. 1
Computed, not measured: C47H54F3N5O4P2RhS as an isolated structure in a non-equilibrium geometry, with ωB97M-V/def2-TZVPD.

```
117
Properties=species:S:1:pos:R:3
Rh -0.2594 0.4004 0.2828
C -4.1539 -1.7565 -6.2911
S -4.7632 -0.1982 -5.6118
C -3.2676 0.8326 -5.7508
C -2.6152 1.1229 -4.4037
C -2.1925 -0.1476 -3.6878
N -1.6019 0.1137 -2.3650
P -2.3850 0.1606 -0.8873
C -2.5393 1.9048 -0.3948
C -3.0916 2.1636 0.8627
C -3.1494 3.4595 1.3508
C -2.6577 4.5104 0.5864
C -2.1268 4.2613 -0.6691
C -2.0696 2.9640 -1.1600
C -4.1118 -0.2764 -1.0870
C -5.0629 0.7126 -1.3363
C -6.3875 0.3448 -1.5099
C -6.7653 -0.9886 -1.4099
C -5.8232 -1.9707 -1.1376
C -4.4944 -1.6156 -0.9713
P 0.0319 -0.0776 -1.9407
C 0.8027 0.9238 -3.2267
C 1.1096 0.3415 -4.4569
C 1.5548 1.1325 -5.5087
C 1.7023 2.5002 -5.3394
C 1.4020 3.0834 -4.1145
C 0.9525 2.3031 -3.0609
C 0.3906 -1.8082 -2.2869
C 1.6710 -2.2349 -2.6277
C 1.9158 -3.5822 -2.8500
C 0.8881 -4.5060 -2.7303
C -0.3889 -4.0879 -2.3738
C -0.6338 -2.7450 -2.1417
H -4.9785 -2.4659 -6.2449
H -3.3192 -2.1475 -5.7083
H -3.8558 -1.6318 -7.3307
H -3.5726 1.7623 -6.2276
H -2.5713 0.3226 -6.4192
H -3.3195 1.6754 -3.7734
H -1.7344 1.7577 -4.5532
H -1.4616 -0.6917 -4.2908
H -3.0607 -0.7964 -3.5558
H -3.5107 1.3520 1.4505
H -3.5788 3.6504 2.3260
H -2.6963 5.5227 0.9677
H -1.7478 5.0796 -1.2684
H -1.6606 2.7716 -2.1450
H -4.7712 1.7519 -1.3967
H -7.1297 1.1053 -1.7131
H -7.8055 -1.2614 -1.5344
H -6.1249 -3.0045 -1.0371
H -3.7568 -2.3771 -0.7411
H 1.0113 -0.7260 -4.6018
H 1.7866 0.6725 -6.4606
H 2.0517 3.1121 -6.1610
H 1.5170 4.1510 -3.9777
H 0.7080 2.7681 -2.1175
H 2.4803 -1.5259 -2.7050
H 2.9140 -3.9076 -3.1115
H 1.0808 -5.5554 -2.9139
H -1.1914 -4.8081 -2.2759
H -1.6279 -2.4266 -1.8523
C 5.2055 0.2184 -3.3950
C 4.6710 1.4000 -2.5937
C 4.6001 1.1700 -1.0492
C 5.9174 0.6372 -0.4847
C 5.8906 0.4859 1.0337
C 4.3189 2.5506 -0.4778
O 5.1659 3.3849 -0.2934
N 2.9774 2.8591 -0.2505
C 1.9796 1.9300 -0.2622
O 0.7947 2.3091 -0.0086
N 2.2048 0.6583 -0.5371
C 3.4695 0.1718 -0.8047
O 3.6654 -1.0225 -0.9098
H 5.0525 0.4012 -4.4593
H 4.7059 -0.7137 -3.1287
H 6.2739 0.0790 -3.2326
H 3.6699 1.6655 -2.9509
H 5.3086 2.2709 -2.7588
H 6.7099 1.3287 -0.7757
H 6.1130 -0.3291 -0.9445
H 5.6965 1.4400 1.5274
H 6.8505 0.1194 1.3967
H 5.1256 -0.2299 1.3434
H 2.7672 3.7801 0.1072
F 1.9037 1.2275 2.2181
C 0.8318 0.4396 2.1007
F -0.1279 1.0166 2.9249
F 1.1462 -0.7246 2.6813
C -2.3811 -0.0344 5.5435
C -2.6402 -1.5021 5.2374
N -3.8881 -1.7300 4.5064
C -5.1545 -1.5789 5.2331
C -5.8806 -0.2831 4.9012
C -3.9659 -2.1512 3.2292
O -5.0189 -2.3819 2.6503
C -2.6882 -2.3320 2.4555
C -2.2884 -3.5929 2.0306
C -1.1494 -3.7089 1.2555
C -0.4695 -2.5620 0.8821
N -0.8919 -1.3492 1.2412
C -1.9665 -1.2375 2.0334
H -1.4150 0.0758 6.0373
H -3.1448 0.3745 6.2063
H -2.3634 0.5612 4.6282
H -2.6931 -2.0708 6.1678
H -1.8132 -1.9114 4.6617
H -4.9226 -1.6337 6.2966
H -5.7891 -2.4251 4.9752
H -5.2705 0.5890 5.1401
H -6.8053 -0.2195 5.4764
H -6.1368 -0.2574 3.8422
H -2.8659 -4.4646 2.3125
H -0.7857 -4.6738 0.9310
H 0.4387 -2.6019 0.2971
H -2.2480 -0.2358 2.3292
```

Total charge = +1
Relative energy (zero: lowest compared OMol25 entry of this formula, charge and spin) = 170.4 kJ/mol
HOMO (alpha / beta) = -10.7628 / -10.7628 eV
Frontier orbital gap (alpha / beta) = 6.7 / 6.7 eV
Multiplicity = 1

Atomic partial charges in e from the Mulliken method, atoms 1 to 99: atom 1 (Rh): -0.72, atom 2 (C): -0.77, atom 3 (S): -0.10, atom 4 (C): -1.11, atom 5 (C): -0.01, atom 6 (C): -1.06, atom 7 (N): 0.90, atom 8 (P): 0.84, atom 9 (C): 1.30, atom 10 (C): -0.84, atom 11 (C): -0.74, atom 12 (C): -0.90, atom 13 (C): -0.65, atom 14 (C): -0.76, atom 15 (C): 0.79, atom 16 (C): -0.53, atom 17 (C): -0.86, atom 18 (C): -0.75, atom 19 (C): -1.07, atom 20 (C): 0.01, atom 21 (P): 1.98, atom 22 (C): 1.89, atom 23 (C): -0.36, atom 24 (C): -1.35, atom 25 (C): -0.86, atom 26 (C): -1.06, atom 27 (C): -0.63, atom 28 (C): 0.66, atom 29 (C): -0.51, atom 30 (C): -0.99, atom 31 (C): -0.95, atom 32 (C): -0.81, atom 33 (C): -0.70, atom 34 (H): 0.37, atom 35 (H): 0.17, atom 36 (H): 0.31, atom 37 (H): 0.50, atom 38 (H): 0.44, atom 39 (H): 0.18, atom 40 (H): -0.04, atom 41 (H): 0.59, atom 42 (H): 0.91, atom 43 (H): 0.66, atom 44 (H): 0.48, atom 45 (H): 0.40, atom 46 (H): 0.49, atom 47 (H): 0.40, atom 48 (H): 0.50, atom 49 (H): 0.49, atom 50 (H): 0.47, atom 51 (H): 0.49, atom 52 (H): 0.22, atom 53 (H): 0.51, atom 54 (H): 0.53, atom 55 (H): 0.46, atom 56 (H): 0.48, atom 57 (H): 0.45, atom 58 (H): 0.26, atom 59 (H): 0.52, atom 60 (H): 0.43, atom 61 (H): 0.56, atom 62 (H): 0.23, atom 63 (C): -1.55, atom 64 (C): -0.29, atom 65 (C): 2.65, atom 66 (C): -1.24, atom 67 (C): -1.38, atom 68 (C): -0.39, atom 69 (O): -0.63, atom 70 (N): 0.33, atom 71 (C): -0.32, atom 72 (O): -0.90, atom 73 (N): 1.31, atom 74 (C): -1.43, atom 75 (O): -0.67, atom 76 (H): 0.47, atom 77 (H): 0.29, atom 78 (H): 0.39, atom 79 (H): -0.22, atom 80 (H): 0.62, atom 81 (H): 0.46, atom 82 (H): 0.47, atom 83 (H): 0.29, atom 84 (H): 0.50, atom 85 (H): 0.30, atom 86 (H): 0.38, atom 87 (F): -0.17, atom 88 (C): 0.35, atom 89 (F): -0.28, atom 90 (F): -0.28, atom 91 (C): -0.96, atom 92 (C): -0.57, atom 93 (N): 0.20, atom 94 (C): -0.77, atom 95 (C): -1.03, atom 96 (C): -0.07, atom 97 (O): -0.67, atom 98 (C): 0.17, atom 99 (C): -0.63



No. 2
Computed, not measured: C47H54N2O2OsPSb as an isolated structure, with ωB97M-V/def2-TZVPD.

```
108
Properties=species:S:1:pos:R:3
Os 0.0886 0.8427 -0.3195
C -0.9853 1.6630 -3.2684
O 0.0415 0.9875 -2.4868
C 1.3463 1.1223 -2.9751
C 1.6076 1.2563 -4.3248
C 2.9273 1.3365 -4.7490
C 3.9687 1.2871 -3.8341
C 3.7000 1.1617 -2.4827
C 2.3835 1.0756 -2.0442
N 2.0269 0.9710 -0.6559
N 3.0119 1.0673 0.1494
C 2.8317 1.0575 1.4903
C 1.5836 0.9360 2.1646
O 0.4373 0.7482 1.5657
C 1.5284 0.9600 3.5814
C 2.6662 1.1006 4.3053
C 3.9500 1.2011 3.6833
C 5.1154 1.3131 4.4579
C 6.3461 1.3859 3.8522
C 6.4399 1.3496 2.4550
C 5.3120 1.2468 1.6767
C 4.0420 1.1709 2.2755
H -0.6057 2.6289 -3.5944
H -1.8324 1.7997 -2.6103
H -1.2530 1.0341 -4.1149
H 0.8051 1.2849 -5.0469
H 3.1367 1.4331 -5.8054
H 4.9928 1.3521 -4.1736
H 4.4982 1.1310 -1.7568
H 0.5529 0.8644 4.0391
H 2.6183 1.1307 5.3871
H 5.0310 1.3402 5.5367
H 7.2424 1.4708 4.4510
H 7.4118 1.4025 1.9832
H 5.3977 1.2226 0.6012
C -6.4846 1.7987 -1.4315
C -6.1776 2.2815 -0.1674
C -4.9008 2.1250 0.3448
C -3.9064 1.4875 -0.4051
C -4.2261 1.0131 -1.6747
C -5.5079 1.1651 -2.1832
P -2.2356 1.4820 0.3341
C -2.5515 1.2843 2.1048
C -1.9965 2.1612 3.0317
C -2.2212 1.9689 4.3882
C -2.9867 0.8955 4.8216
C -3.5370 0.0151 3.8985
C -3.3236 0.2095 2.5436
C -1.5687 3.1346 0.0475
C -2.0378 4.4331 0.1583
C -1.1903 5.4602 -0.2370
C 0.0862 5.1879 -0.7310
C 0.5489 3.8837 -0.8460
C -0.2922 2.8459 -0.4407
H -7.4845 1.9151 -1.8274
H -6.9360 2.7761 0.4245
H -4.6813 2.4915 1.3400
H -3.4862 0.5182 -2.2898
H -5.7426 0.7842 -3.1682
H -1.3981 3.0010 2.6992
H -1.8089 2.6666 5.1056
H -3.1662 0.7513 5.8787
H -4.1452 -0.8140 4.2351
H -3.7795 -0.4657 1.8276
H -3.0330 4.6498 0.5263
H -1.5248 6.4869 -0.1698
H 0.7246 6.0104 -1.0266
H 1.5429 3.6962 -1.2357
C 1.6825 -2.5575 1.9550
C 0.3042 -2.9257 1.4083
C 0.1810 -4.4472 1.4490
C -0.7813 -2.3008 2.2830
Sb 0.0563 -2.0714 -0.6217
C 1.6590 -2.8708 -1.9099
C 1.5168 -2.3292 -3.3320
C 3.0111 -2.4272 -1.3537
C 1.5953 -4.3959 -1.9466
C -1.8613 -2.7824 -1.3974
C -2.1461 -4.2609 -1.1407
C -1.8959 -2.5079 -2.9015
C -2.9353 -1.9443 -0.7115
H 1.7163 -2.8375 3.0124
H 1.8998 -1.4939 1.8942
H 2.4821 -3.1050 1.4587
H 0.3322 -4.7615 2.4865
H 0.9402 -4.9490 0.8520
H -0.7964 -4.8095 1.1440
H -0.6100 -2.6060 3.3202
H -1.7768 -2.6541 2.0106
H -0.7778 -1.2096 2.2578
H 1.4573 -1.2414 -3.3670
H 0.6578 -2.7428 -3.8569
H 2.4094 -2.6215 -3.8932
H 3.1299 -1.3436 -1.3668
H 3.7966 -2.8454 -1.9905
H 3.1947 -2.7842 -0.3424
H 0.6227 -4.7710 -2.2659
H 1.8497 -4.8476 -0.9891
H 2.3307 -4.7513 -2.6750
H -1.3436 -4.9267 -1.4560
H -3.0406 -4.5364 -1.7072
H -2.3669 -4.4514 -0.0917
H -1.2985 -3.2268 -3.4615
H -1.5527 -1.5001 -3.1565
H -2.9276 -2.6061 -3.2518
H -2.9496 -2.0775 0.3711
H -3.9200 -2.2292 -1.0935
H -2.7827 -0.8859 -0.9120
```

Total charge = +2
HOMO (alpha / beta) = -13.0605 / -13.0318 eV
Frontier orbital gap (alpha / beta) = 5.2 / 5.7 eV
Multiplicity = 1

Atomic partial charges in e from the Mulliken method, atoms 1 to 99: atom 1 (Os): 2.27, atom 2 (C): -1.33, atom 3 (O): 0.83, atom 4 (C): -0.94, atom 5 (C): 0.26, atom 6 (C): -1.08, atom 7 (C): -0.94, atom 8 (C): -0.37, atom 9 (C): 0.35, atom 10 (N): 1.10, atom 11 (N): -0.72, atom 12 (C): 0.32, atom 13 (C): -0.15, atom 14 (O): 0.80, atom 15 (C): -0.68, atom 16 (C): -1.20, atom 17 (C): 0.61, atom 18 (C): -1.01, atom 19 (C): -0.58, atom 20 (C): -0.90, atom 21 (C): -0.12, atom 22 (C): 0.73, atom 23 (H): 0.42, atom 24 (H): 0.22, atom 25 (H): 0.37, atom 26 (H): 0.52, atom 27 (H): 0.50, atom 28 (H): 0.49, atom 29 (H): 0.46, atom 30 (H): 0.56, atom 31 (H): 0.45, atom 32 (H): 0.46, atom 33 (H): 0.43, atom 34 (H): 0.46, atom 35 (H): 0.42, atom 36 (C): -0.74, atom 37 (C): -0.84, atom 38 (C): -1.13, atom 39 (C): 1.48, atom 40 (C): 0.19, atom 41 (C): -1.14, atom 42 (P): 1.56, atom 43 (C): 0.56, atom 44 (C): -0.85, atom 45 (C): -0.71, atom 46 (C): -0.65, atom 47 (C): -0.80, atom 48 (C): -0.24, atom 49 (C): -0.17, atom 50 (C): -0.60, atom 51 (C): -0.84, atom 52 (C): -0.95, atom 53 (C): -0.88, atom 54 (C): 0.27, atom 55 (H): 0.43, atom 56 (H): 0.45, atom 57 (H): 0.52, atom 58 (H): 0.07, atom 59 (H): 0.47, atom 60 (H): 0.38, atom 61 (H): 0.49, atom 62 (H): 0.43, atom 63 (H): 0.50, atom 64 (H): 0.43, atom 65 (H): 0.60, atom 66 (H): 0.46, atom 67 (H): 0.49, atom 68 (H): 0.56, atom 69 (C): -2.19, atom 70 (C): 1.98, atom 71 (C): -1.48, atom 72 (C): -2.18, atom 73 (Sb): -0.29, atom 74 (C): 1.58, atom 75 (C): -1.98, atom 76 (C): -1.51, atom 77 (C): -1.56, atom 78 (C): 2.27, atom 79 (C): -1.82, atom 80 (C): -1.93, atom 81 (C): -1.70, atom 82 (H): 0.56, atom 83 (H): 0.54, atom 84 (H): 0.37, atom 85 (H): 0.47, atom 86 (H): 0.27, atom 87 (H): 0.30, atom 88 (H): 0.56, atom 89 (H): 0.35, atom 90 (H): 0.30, atom 91 (H): 0.44, atom 92 (H): 0.34, atom 93 (H): 0.55, atom 94 (H): 0.17, atom 95 (H): 0.54, atom 96 (H): 0.29, atom 97 (H): 0.26, atom 98 (H): 0.30, atom 99 (H): 0.54